{"formula": "C10H16O", "method": "ωB97M-V/def2-TZVPD", "fmax_ev_per_a": 5.0, "relative_energy_kj_mol": 263.6, "homo_energy_ha": -0.3051, "mol_weight_da": 152.2, "e_tot_ha": -465.79742, "gap_ev": 9.12, "species": ["C", "C", "C", "C", "C", "C", "O", "C", "C", "H", "H", "H", "H", "H", "H", "H", "H", "H", "H", "C", "C", "H", "H", "H", "H", "H", "H"], "coordinates": [[-0.482, -1.954, -1.906], [-0.538, -0.716, -1.053], [0.297, -0.775, 0.218], [-0.275, -0.612, 1.412], [0.482, -0.638, 2.572], [1.852, -0.846, 2.495], [2.539, -0.782, 3.648], [2.421, -0.995, 1.229], [1.751, -0.833, -0.005], [-1.313, -2.587, -1.840], [0.391, -2.594, -1.711], [-0.335, -1.619, -3.000], [-0.089, 0.117, -1.627], [-1.578, -0.387, -0.710], [-1.347, -0.536, 1.420], [-0.034, -0.336, 3.410], [1.960, -0.696, 4.408], [3.483, -1.055, 1.337], [2.147, -1.108, -1.097], [-0.781, 2.636, -0.813], [-2.029, 2.022, -1.444], [-0.980, 3.768, -0.502], [-0.406, 2.172, 0.053], [-0.030, 2.511, -1.529], [-1.894, 1.966, -2.574], [-2.815, 2.776, -1.287], [-2.395, 1.101, -1.102]], "atomic_forces_ev_per_a": [[1.71, 0.66, -2.35], [-0.40, 1.18, 1.29], [2.55, 0.21, -4.29], [-0.09, -0.45, 1.13], [0.56, -0.06, -2.01], [-3.10, 0.71, -0.31], [1.95, -0.34, 0.17], [1.36, 0.68, -0.59], [-2.02, -2.04, 1.30], [-1.39, -0.77, 0.08], [-0.12, 0.34, 0.21], [-0.54, -0.75, 1.46], [-0.58, -0.24, 0.17], [1.39, -0.88, -0.93], [-0.33, 0.22, 0.35], [-0.64, 0.23, 2.34], [-0.24, -0.02, -0.17], [0.80, -0.28, -0.62], [-0.58, 1.03, 2.85], [-1.55, 2.22, 0.52], [-0.49, 2.54, -1.68], [0.69, -2.35, -1.00], [0.14, -0.84, 1.32], [1.57, 0.59, -0.96], [-0.22, -0.11, 1.39], [-0.20, -0.50, -0.23], [-0.24, -0.97, 0.56]]}

=====

{"formula": "C7H15NO2Si", "method": "ωB97M-V/def2-TZVPD", "fmax_ev_per_a": 4.6, "relative_energy_kj_mol": 328.3, "homo_energy_ha": [-0.2665, -0.2504], "mol_weight_da": 173.3, "e_tot_ha": -770.32689, "gap_ev": [7.54, 7.14], "species": ["C", "C", "C", "C", "C", "C", "C", "N", "O", "O", "Si", "H", "H", "H", "H", "H", "H", "H", "H", "H", "H", "H", "H", "H", "H", "H"], "coordinates": [[-3.154, -0.769, -0.981], [-2.383, -0.293, -0.008], [-1.298, 1.920, -0.031], [0.970, -2.547, -0.597], [2.988, 1.162, -1.122], [1.260, -0.441, 2.283], [-2.548, 1.237, 0.461], [-1.299, 3.047, -0.494], [1.421, -1.243, -0.523], [2.378, 1.009, 0.092], [1.155, 0.021, 0.420], [-3.104, -1.862, -1.184], [-3.838, -0.104, -1.404], [-1.717, -0.883, 0.499], [0.749, -2.848, -1.669], [0.040, -2.746, -0.074], [1.677, -3.253, -0.337], [3.977, 0.764, -1.231], [3.291, 2.226, -1.157], [2.299, 0.813, -1.896], [0.407, -1.077, 2.570], [2.090, -0.948, 2.537], [1.269, 0.377, 2.936], [-2.667, 1.235, 1.622], [-3.478, 1.718, 0.198], [-0.486, 3.483, -0.908]], "atomic_forces_ev_per_a": [[1.44, -1.67, 1.50], [-2.99, 3.34, -0.83], [0.53, -1.51, 1.12], [-2.17, -0.18, -2.51], [0.32, 1.91, -1.10], [-3.34, 0.42, -1.96], [1.07, -2.80, 1.93], [-0.17, 1.34, -0.78], [0.26, -0.57, -0.71], [0.28, -0.01, 1.76], [-1.41, 1.19, 1.85], [-0.23, 1.05, -0.36], [-1.13, 0.48, -1.03], [1.62, -1.22, 1.27], [0.11, 0.74, 0.89], [-0.12, 0.17, 0.41], [1.78, -1.18, 1.15], [0.40, -1.44, 0.26], [-0.86, -0.04, -0.74], [0.57, 0.42, -0.47], [0.11, 0.22, -0.14], [3.21, -2.08, 0.36], [-0.35, 1.63, 0.70], [0.91, -0.03, -1.79], [-0.16, 0.06, -0.97], [0.32, -0.24, 0.20]]}

=====

{"formula": "C15H21Cl4N3O", "method": "ωB97M-V/def2-TZVPD", "fmax_ev_per_a": 1.2, "relative_energy_kj_mol": 29.0, "homo_energy_ha": -0.2915, "mol_weight_da": 401.2, "e_tot_ha": -2664.37702, "gap_ev": 8.35, "species": ["Cl", "C", "Cl", "Cl", "Cl", "C", "C", "C", "N", "C", "H", "H", "H", "H", "H", "C", "C", "C", "N", "C", "H", "H", "H", "H", "H", "C", "C", "C", "N", "C", "H", "H", "H", "H", "H", "C", "C", "O", "H", "H", "H", "H", "H", "H"], "coordinates": [[-1.194, 4.990, -30.566], [-1.696, 3.471, -31.334], [-3.191, 2.887, -30.531], [-2.090, 3.749, -33.052], [-0.433, 2.297, -31.202], [4.209, 5.659, -30.119], [2.884, 5.164, -30.285], [3.001, 3.853, -30.674], [4.327, 3.516, -30.623], [5.076, 4.610, -30.306], [4.483, 6.655, -29.807], [1.937, 5.671, -30.234], [2.212, 3.150, -30.870], [4.634, 2.575, -30.780], [6.142, 4.481, -30.219], [1.318, 7.605, -27.251], [0.576, 7.631, -28.463], [1.071, 8.642, -29.244], [2.113, 9.230, -28.557], [2.231, 8.609, -27.339], [1.182, 6.935, -26.421], [-0.243, 6.982, -28.727], [0.862, 8.952, -30.254], [2.722, 9.939, -28.911], [2.859, 9.041, -26.575], [1.032, -0.153, -28.588], [0.424, -1.043, -27.674], [1.333, -1.368, -26.709], [2.487, -0.680, -27.007], [2.332, 0.021, -28.166], [0.527, 0.366, -29.383], [-0.600, -1.380, -27.721], [1.250, -1.967, -25.820], [3.296, -0.666, -26.415], [3.111, 0.661, -28.544], [1.259, 2.904, -34.172], [1.941, 1.563, -34.082], [2.297, 1.253, -32.721], [1.831, 3.591, -33.545], [0.262, 2.769, -33.757], [1.167, 3.292, -35.183], [2.879, 1.536, -34.650], [1.318, 0.758, -34.486], [2.530, 0.323, -32.688]], "atomic_forces_ev_per_a": [[-0.04, -0.17, -0.19], [-0.87, 0.37, 0.03], [0.41, 0.08, -0.11], [0.02, 0.11, 0.29], [0.26, -0.38, 0.10], [0.05, 0.20, 0.51], [0.29, -0.32, -0.80], [-0.19, 0.23, 0.80], [-0.78, -0.41, -0.43], [-0.08, -0.20, 0.07], [0.03, -0.03, -0.08], [0.09, 0.32, 0.14], [0.24, -0.20, -0.15], [0.31, 0.08, -0.12], [0.04, 0.37, 0.02], [-0.29, 0.04, -0.28], [-0.17, -0.02, -0.24], [0.64, -0.01, -0.03], [-0.77, -0.61, 0.25], [0.55, 0.68, 0.33], [-0.04, 0.04, 0.07], [0.02, 0.00, 0.01], [-0.18, -0.06, 0.03], [0.01, 0.19, -0.01], [0.23, -0.27, -0.13], [0.44, 0.07, 0.16], [-0.66, -0.20, -0.01], [0.32, 0.51, -0.09], [-0.01, -0.52, 0.17], [-0.49, 0.45, 0.04], [0.18, -0.14, -0.19], [0.06, -0.05, 0.05], [0.02, -0.06, -0.01], [0.13, -0.03, -0.12], [0.03, -0.01, 0.01], [-0.03, -0.41, 0.80], [0.90, -0.72, -0.47], [-0.45, 0.35, 0.03], [-0.19, 0.23, -0.12], [0.08, 0.38, -0.07], [0.17, -0.13, -0.11], [-0.13, 0.22, -0.20], [-0.15, 0.10, 0.02], [0.00, -0.06, 0.02]]}

=====

{"formula": "C3H10N2O", "method": "ωB97M-V/def2-TZVPD", "fmax_ev_per_a": 6.7, "relative_energy_kj_mol": 414.1, "homo_energy_ha": -0.3406, "mol_weight_da": 90.1, "e_tot_ha": -304.91693, "gap_ev": 10.00, "species": ["C", "N", "C", "H", "H", "H", "H", "H", "C", "O", "H", "H", "N", "H", "H", "H"], "coordinates": [[1.768, 0.424, -0.675], [1.697, 1.687, -0.629], [2.962, 2.411, -0.958], [1.257, -0.255, 0.002], [2.471, -0.043, -1.354], [2.817, 3.251, -1.623], [3.506, 2.632, -0.022], [3.641, 1.754, -1.601], [-3.104, -0.724, 3.055], [-2.058, -0.127, 2.844], [-4.063, -0.269, 3.355], [-3.229, -1.821, 2.760], [-1.974, -2.310, -1.402], [-2.782, -2.184, -1.982], [-1.265, -1.438, -1.110], [-1.642, -2.988, -0.661]], "atomic_forces_ev_per_a": [[0.57, 0.61, -0.31], [1.04, 0.22, 1.65], [0.15, -1.88, -1.89], [-1.06, 0.25, -0.43], [0.74, -0.40, 0.08], [-0.36, 0.66, 0.49], [-0.58, 0.15, -0.51], [-0.52, 0.38, 0.91], [1.20, -0.40, -1.68], [-1.93, -0.90, 0.78], [0.35, 0.42, 0.36], [0.39, 0.87, 0.52], [5.48, 2.35, 3.12], [-0.06, -0.25, 0.66], [-3.35, -2.61, -1.84], [-2.09, 0.53, -1.92]]}